1.
16
Properties=species:S:1:pos:R:3 method="wB97M-V/def2-TZVPD" gap_ev=9.39 relative_energy_kj_mol=649.9 e_homo_ha=-0.324 mol_weight_g_mol=108.1 spin_multiplicity=1
C 1.44 0.91 0.07
C 0.15 -1.05 0.39
C -1.28 -1.40 0.22
C -1.79 0.17 -0.41
C -0.98 1.08 0.04
C 0.20 0.45 0.92
H 0.87 0.92 -1.03
H 2.20 1.68 0.26
H 2.58 -0.29 -1.46
H -2.07 -1.42 1.28
H -1.39 -2.14 -0.53
H -2.63 0.18 -1.30
H -1.19 2.05 -0.32
H 0.29 0.65 2.06
N 2.30 -0.38 -0.08
N 1.28 -1.41 -0.09

***

2.
71
Properties=species:S:1:pos:R:3 method="wB97M-V/def2-TZVPD" gap_ev="6.88 / 6.97" s2=0.7611 relative_energy_kj_mol=0.0 e_homo_ha="-0.276 / -0.276" mol_weight_g_mol=659.4 spin_multiplicity=2
Cr -0.38 1.33 -0.13
Cl -1.64 1.47 1.98
C -1.43 3.13 2.51
C -2.15 3.55 3.61
C -2.00 4.85 4.05
C -1.13 5.70 3.38
C -0.42 5.25 2.28
Cl 0.66 6.35 1.49
C -0.53 3.93 1.80
S 0.41 3.37 0.44
H -2.81 2.86 4.11
H -2.55 5.21 4.91
H -0.99 6.72 3.70
Cl 1.34 0.98 -4.78
C -0.25 1.42 -4.26
C -1.22 1.70 -5.24
C -2.49 2.06 -4.88
Cl -3.67 2.42 -6.11
C -2.86 2.15 -3.52
C -4.14 2.51 -3.04
C -4.38 2.54 -1.70
C -3.35 2.20 -0.81
N -2.14 1.86 -1.22
C -1.88 1.84 -2.56
C -0.53 1.49 -2.90
O 0.32 1.26 -1.96
H -0.94 1.63 -6.28
H -4.92 2.75 -3.75
H -5.34 2.82 -1.30
H -3.52 2.20 0.26
C 0.89 -2.11 -2.23
C 0.29 -2.53 -0.88
C -1.21 -2.21 -0.97
C 0.47 -4.04 -0.72
P 1.08 -1.50 0.48
N 0.49 -0.05 0.50
C 2.93 -1.38 0.19
C 3.57 -0.74 1.43
C 3.17 -0.42 -0.98
C 3.64 -2.71 -0.10
C 0.72 -2.31 2.15
C -0.77 -2.68 2.21
C 1.55 -3.55 2.48
C 0.94 -1.26 3.26
H 0.27 -2.54 -3.02
H 1.90 -2.49 -2.38
H 0.89 -1.03 -2.35
H -1.63 -2.79 -1.79
H -1.36 -1.15 -1.21
H -1.77 -2.44 -0.07
H 0.09 -4.53 -1.62
H -0.08 -4.45 0.13
H 1.52 -4.33 -0.62
H 3.07 0.18 1.71
H 4.61 -0.50 1.18
H 3.60 -1.42 2.28
H 2.53 0.46 -0.92
H 3.01 -0.89 -1.95
H 4.21 -0.09 -0.95
H 3.51 -3.45 0.69
H 4.71 -2.51 -0.19
H 3.32 -3.15 -1.04
H -1.03 -3.50 1.55
H -1.40 -1.82 1.99
H -1.00 -3.00 3.23
H 1.45 -4.34 1.74
H 1.21 -3.95 3.44
H 2.61 -3.32 2.60
H 0.51 -0.30 2.98
H 1.99 -1.11 3.51
H 0.44 -1.61 4.17

***

3.
75
Properties=species:S:1:pos:R:3 method="wB97M-V/def2-TZVPD" gap_ev="5.64 / 6.27" s2=0.7779 charge=+2 e_homo_ha="-0.484 / -0.484" mol_weight_g_mol=737.5 spin_multiplicity=2
V -0.57 0.15 -1.21
C -0.09 -4.22 -2.43
N -0.87 -3.83 -1.27
C -1.04 -4.61 -0.15
C -2.02 -4.03 0.59
N -2.46 -2.90 -0.06
B -3.93 -2.40 0.20
N -4.18 -0.85 0.25
C -5.46 -0.38 0.22
C -5.44 0.96 0.46
N -4.13 1.31 0.63
C -3.61 2.63 0.92
C -3.37 0.19 0.49
S -1.68 0.16 0.82
C -1.72 -2.78 -1.17
S -1.77 -1.41 -2.24
H 0.94 -4.41 -2.15
H -0.14 -3.45 -3.19
H -0.51 -5.14 -2.84
H -0.47 -5.50 0.01
H -2.47 -4.35 1.51
H -4.25 -2.82 1.27
H -4.59 -2.82 -0.70
H -6.30 -1.02 0.05
H -6.24 1.67 0.53
H -4.43 3.35 0.93
H -2.87 2.92 0.17
H -3.12 2.64 1.90
N 0.51 1.69 -3.87
C -0.05 2.46 -2.93
S -1.56 1.90 -2.24
N 0.57 3.54 -2.53
C 0.30 4.41 -1.42
C -0.97 4.91 -1.14
C -1.15 5.74 -0.05
C -0.07 6.10 0.75
C 1.20 5.63 0.44
C 1.39 4.80 -0.65
H -0.05 0.99 -4.33
H 1.39 1.94 -4.30
H 1.51 3.67 -2.89
H -1.80 4.69 -1.80
H -2.13 6.15 0.16
H -0.21 6.76 1.59
H 2.05 5.93 1.03
H 2.38 4.43 -0.89
Cl 3.79 -3.16 2.62
C 3.81 -3.02 0.90
C 4.88 -3.56 0.21
C 4.90 -3.54 -1.18
C 3.87 -2.94 -1.87
C 2.81 -2.37 -1.17
Cl 1.65 -1.49 -2.15
C 2.72 -2.43 0.23
N 1.57 -2.03 0.90
C 1.51 -1.19 2.06
C 0.83 -1.67 3.17
C 0.69 -0.89 4.30
C 1.23 0.39 4.33
C 1.91 0.87 3.22
C 2.05 0.10 2.07
C 2.82 0.70 0.90
C 2.05 1.16 -0.32
O 2.52 1.87 -1.17
O 0.77 0.74 -0.49
H 5.69 -4.01 0.76
H 5.73 -3.97 -1.72
H 3.89 -2.87 -2.95
H 0.75 -1.97 0.33
H 0.43 -2.68 3.14
H 0.16 -1.27 5.17
H 1.15 1.00 5.22
H 2.35 1.86 3.25
H 3.57 -0.01 0.53
H 3.38 1.57 1.24

***

Number 1: calculated total energy -342.6864 Eh. Number 2: calculated total energy -4858.8400 Eh. Number 3: calculated total energy -4740.3046 Eh.